No. 1
13
Properties=species:S:1:pos:R:3 method="wB97M-V/def2-TZVPD" e_tot_ev=-9371.586 homo_lumo_gap_ev=9.62 relative_energy_kcal_mol=127.06 e_homo_ev=-9.507 lumo_energy_ev=0.11
O 0.04113 -1.44444 1.76172
C -0.61393 -0.82301 0.92966
C -0.34192 0.57192 0.61859
C 1.73993 -0.92027 -0.38634
O 1.23262 -1.35662 -1.39511
C -0.81886 1.24854 -0.56625
C -1.24105 1.84820 -1.52442
H 1.29882 -1.11161 0.61190
H -1.41164 -1.24358 0.30491
H -1.27466 0.24849 1.53767
H 0.51881 1.04978 1.10477
H 2.68738 -0.35186 -0.39674
H -1.66776 2.37202 -2.35666

No. 2
135
Properties=species:S:1:pos:R:3 method="wB97M-V/def2-TZVPD" e_tot_ev=-196615.357 homo_lumo_gap_ev=6.57 e_homo_ev=-10.893 lumo_energy_ev=-4.32 charge=+1
C 3.73150 -0.95877 8.81303
C 4.85092 -0.50630 7.83815
O 5.59682 -1.34270 7.42082
O 5.07615 0.82114 7.44838
C 4.09079 1.26519 6.49792
C 4.53011 0.70077 5.10502
C 5.89149 0.81462 4.65561
N 6.28356 0.31891 3.44950
C 5.44853 -0.34334 2.57808
C 6.06356 -0.82968 1.24625
C 4.04732 -0.53732 2.89005
C 3.03102 -1.26193 1.97419
C 3.35108 -2.81952 1.77478
C 2.63375 -3.69660 2.88864
F 3.45838 -4.77215 3.12176
F 2.48401 -2.87478 3.98622
C 1.26174 -4.20006 2.28057
F 1.62327 -5.02230 1.23155
F 0.65735 -3.10566 1.71421
C 0.34036 -5.01785 3.27098
F 0.82699 -5.07302 4.55086
F 0.42546 -6.33388 2.84448
C -1.19210 -4.67014 3.19291
F -1.84872 -5.77420 3.68733
F -1.63787 -4.57551 1.90629
S -1.78243 -3.22502 4.21746
F -0.32361 -2.52445 4.29406
F -1.61092 -4.00782 5.61309
F -3.31007 -3.78020 4.06283
F -2.03053 -2.38316 2.81593
F -2.38132 -1.96712 5.03775
C 3.60574 0.02692 4.17772
C 2.12472 -0.04544 4.66035
O 1.80564 -0.67316 5.61805
O 1.13754 0.59912 3.93081
C 1.14824 2.02121 4.18339
C -0.14967 2.70227 3.62624
O -0.25439 3.89667 3.55156
N -1.20976 1.83475 3.17665
C -1.21115 1.76371 1.69221
C -2.52101 2.25102 3.71112
H 2.85444 -1.32972 8.21571
H 3.35893 -0.15298 9.49072
H 4.05326 -1.80768 9.46712
H 4.01751 2.37859 6.49197
H 3.10121 0.87060 6.83009
H 6.60431 1.34796 5.32257
H 7.26423 0.47100 3.19791
H 7.17611 -0.95583 1.32885
H 5.90363 -0.02652 0.47586
H 5.64286 -1.79188 0.88464
H 3.08307 -0.77420 0.97681
H 1.98709 -1.13909 2.36564
H 4.44286 -3.01706 1.85702
H 2.96299 -3.07060 0.76316
H 2.01123 2.50002 3.64398
H 1.23146 2.19850 5.29222
H -0.18332 2.06332 1.34568
H -1.43937 0.73254 1.34670
H -1.95138 2.49429 1.26715
H -3.30761 1.62702 3.21030
H -2.74011 3.33476 3.49995
H -2.62897 2.03853 4.80975
C 1.47746 0.15780 -4.57562
C 1.36834 1.55389 -3.93201
C 2.68407 2.20932 -3.51335
F 3.33430 1.49481 -2.56715
F 2.44490 3.43068 -2.97649
F 0.50687 1.49359 -2.88902
F 0.78656 2.36780 -4.85582
O 1.23592 -0.96218 -3.72331
C 2.29689 -1.45766 -2.97283
C 2.03349 -1.34116 -1.47258
F 1.85398 -0.05795 -1.10060
F 3.09745 -1.81347 -0.75362
F 3.45001 -0.87054 -3.34452
F 2.41701 -2.76366 -3.29825
H 0.67489 0.10432 -5.31367
H 2.39382 0.03807 -5.15630
H 3.34885 2.34461 -4.37074
H 1.14219 -1.90526 -1.18662
C -3.99790 -1.88910 -3.12985
C -4.72825 -0.56153 -2.84749
C -3.90146 0.71322 -3.01724
F -2.85472 0.76050 -2.16487
F -4.66506 1.79978 -2.75178
F -5.28192 -0.61641 -1.61434
F -5.76768 -0.49122 -3.72560
O -3.50354 -2.60469 -1.99660
C -2.24682 -2.26169 -1.50693
C -2.31180 -1.73423 -0.07380
F -3.07928 -0.63011 0.00860
F -1.07066 -1.38814 0.36441
F -1.63805 -1.40422 -2.34843
F -1.50764 -3.39783 -1.52630
H -4.74823 -2.55742 -3.55589
H -3.24114 -1.78917 -3.91011
H -3.52696 0.80842 -4.04047
H -2.72386 -2.48562 0.60156
C -3.67607 7.79461 0.88896
C -4.01576 6.98419 2.15484
C -3.49721 5.54809 2.19410
F -4.01528 4.78909 1.20778
F -3.85345 4.95394 3.36428
F -5.35200 7.01916 2.35698
F -3.45669 7.64721 3.20833
O -4.68922 7.88446 -0.10935
C -4.77302 6.85576 -1.05093
C -6.10862 6.11354 -0.97970
F -6.29173 5.55143 0.23337
F -6.14240 5.11320 -1.89120
F -3.71358 6.03238 -0.93329
F -4.65928 7.44418 -2.26189
H -3.54371 8.82535 1.22295
H -2.71040 7.51484 0.46366
H -2.40568 5.51696 2.12346
H -6.94258 6.79231 -1.17160
C -1.38036 -3.49647 -9.80518
C -2.20251 -2.23615 -9.47217
C -1.51615 -0.89479 -9.72770
F -0.40821 -0.73564 -8.97312
F -2.35225 0.12289 -9.40537
F -2.63867 -2.31833 -8.19242
F -3.31744 -2.27672 -10.25435
O -0.72479 -4.14271 -8.71509
C 0.53670 -3.67873 -8.34197
C 0.54887 -3.13403 -6.91345
F -0.30864 -2.09873 -6.77322
F 1.78078 -2.67154 -6.58911
F 0.98920 -2.78576 -9.24155
F 1.36739 -4.74127 -8.41541
H -2.10081 -4.23774 -10.15556
H -0.70793 -3.34251 -10.65095
H -1.24377 -0.78419 -10.78087
H 0.26628 -3.90759 -6.19622

No. 3
93
Properties=species:S:1:pos:R:3 method="wB97M-V/def2-TZVPD" e_tot_ev=-83972.157 homo_lumo_gap_ev=5.89 relative_energy_kcal_mol=8.79 e_homo_ev=-12.674 lumo_energy_ev=-6.78 charge=+2
Os -0.39356 0.55403 -0.37935
C 0.83443 -2.43523 0.24415
O 0.04094 -1.31013 0.68869
C -0.10279 -1.16341 2.06669
C 0.14179 -2.18858 2.96335
C -0.04659 -1.94850 4.31737
C -0.47418 -0.70597 4.76659
C -0.72721 0.31109 3.86250
C -0.54274 0.08020 2.50580
N -0.79374 1.05604 1.49044
N -1.35335 2.13001 1.90869
C -1.68335 3.16303 1.10650
C -1.49219 3.22479 -0.30553
O -0.91592 2.28277 -1.01526
C -1.91422 4.35854 -1.03496
C -2.50913 5.39675 -0.39431
C -2.72618 5.39787 1.01704
C -3.33885 6.49647 1.64643
C -3.53630 6.49771 3.00331
C -3.12568 5.39488 3.76407
C -2.52906 4.30830 3.16777
C -2.31650 4.28919 1.78095
H 0.29560 -3.35663 0.45694
H 1.80924 -2.41595 0.72679
H 0.94781 -2.30792 -0.81801
H 0.47923 -3.15821 2.63034
H 0.14997 -2.74255 5.02419
H -0.60564 -0.52729 5.82433
H -1.05515 1.28492 4.19342
H -1.74428 4.35926 -2.10210
H -2.83607 6.25895 -0.96254
H -3.64883 7.34023 1.04347
H -4.00448 7.34382 3.48623
H -3.27810 5.39885 4.83480
H -2.21861 3.46640 3.76801
S 2.31611 2.58458 -5.19932
C 3.08410 2.62439 -6.72134
C 2.55796 1.71110 -7.58334
C 1.50939 0.96054 -6.99824
C 1.25877 1.31914 -5.70177
C 0.25967 0.75115 -4.80083
C 0.45991 0.81318 -3.40770
N -0.36581 0.27629 -2.53183
C -1.50881 -0.29562 -2.99535
C -1.80755 -0.40775 -4.35218
C -3.04862 -1.03467 -4.72756
C -3.91726 -1.48723 -3.79826
C -3.63836 -1.35184 -2.39256
C -4.50235 -1.76740 -1.37302
C -4.16347 -1.59342 -0.03994
C -2.92929 -0.98755 0.23544
N -2.09966 -0.56864 -0.71561
C -2.43454 -0.75646 -2.01880
C -5.02074 -2.00973 1.06939
C -4.80176 -1.84183 2.41273
C -5.84386 -2.36892 3.21030
C -6.83481 -2.92772 2.46052
S -6.51369 -2.81903 0.79271
C -0.88418 0.12790 -5.26162
H 3.87927 3.32841 -6.90404
H 2.90775 1.57703 -8.59525
H 0.98148 0.17020 -7.51305
H 1.33463 1.30538 -3.00794
H -3.27735 -1.13114 -5.78067
H -4.84783 -1.95193 -4.09608
H -5.44562 -2.22877 -1.64054
H -2.60998 -0.84991 1.25658
H -3.93237 -1.35691 2.83489
H -5.85965 -2.33576 4.28843
H -7.74104 -3.40004 2.80274
H -1.08738 0.07741 -6.32374
C 4.64650 -2.29931 -1.71678
N 3.19905 -2.29701 -1.78552
C 2.59486 -3.55493 -2.18175
C 2.56581 -1.09092 -2.24508
C 2.68484 0.08822 -1.27801
C 3.93994 0.69739 -1.23213
C 4.23196 1.76549 -0.39986
C 3.24674 2.26874 0.43024
C 1.98349 1.69915 0.41098
C 1.67302 0.64766 -0.47699
H 5.00903 -3.32232 -1.79381
H 5.02306 -1.88653 -0.77815
H 5.09560 -1.73441 -2.54527
H 3.22416 -4.10741 -2.88583
H 1.64095 -3.38546 -2.68597
H 2.41376 -4.21350 -1.32466
H 1.52174 -1.32418 -2.43681
H 2.98862 -0.74779 -3.20941
H 4.71178 0.32685 -1.89462
H 5.22429 2.19488 -0.39775
H 3.44801 3.08645 1.10924
H 1.25371 2.12980 1.08357

No. 4
38
Properties=species:S:1:pos:R:3 method="wB97M-V/def2-TZVPD" e_tot_ev=-70332.379 homo_lumo_gap_ev=6.96 relative_energy_kcal_mol=0.00 e_homo_ev=-14.163 lumo_energy_ev=-7.21 charge=+2
I -0.14657 2.48517 -5.40341
I -2.42065 0.99478 -5.67147
Y -0.01011 0.09480 -0.23105
P 1.51000 -2.19868 -0.88402
C 1.68614 -2.37349 -2.68988
C 3.19491 -2.11740 -0.17721
H 3.81429 -2.99824 -0.43900
H 1.35975 -4.65955 -0.44646
H 3.11729 -2.04726 0.92061
H 0.63995 -3.64497 0.84148
H 2.15712 -1.45907 -3.08518
H 3.69936 -1.21103 -0.54923
C 0.76774 -3.74317 -0.25003
H 2.29419 -3.24506 -3.01581
H -0.22336 -3.87527 -0.70715
H 0.68395 -2.46865 -3.13272
P -1.46498 2.08517 1.14918
C -2.20836 3.27605 -0.01269
C -2.80363 1.42436 2.19905
H 0.09229 2.35117 2.98473
H -0.89590 3.84062 2.80678
H 0.44211 3.49790 1.65773
C -0.36498 3.04064 2.25536
H -2.36547 0.69608 2.90263
H -3.35695 2.18199 2.78986
H -2.77449 4.10358 0.46758
H -2.89455 2.73407 -0.67888
H -3.52872 0.89938 1.55947
H -1.40624 3.72163 -0.62541
Cl 0.46518 -0.67187 2.03519
S 3.96722 2.60909 0.29010
C 3.11735 3.21342 -1.11507
C 1.97318 2.51171 -1.33179
N 1.74171 1.48990 -0.38097
C 2.74854 1.47443 0.53513
H 3.45842 4.05088 -1.73231
H 1.26025 2.65713 -2.10996
H 2.75972 0.80909 1.38388

No. 5
30
Properties=species:S:1:pos:R:3 method="wB97M-V/def2-TZVPD" e_tot_ev=-46890.644 homo_lumo_gap_ev="6.28 / 5.41" spin_multiplicity=3 e_homo_ev="-5.449 / -8.172" lumo_energy_ev="0.83 / -2.76"
C -3.63447 -0.40680 1.22300
C -5.47800 -1.48510 -0.24106
C 3.00606 2.62785 0.81955
C 4.47776 1.38214 -0.84964
C -4.04242 -0.92285 -0.07751
C 3.45291 1.17499 0.32659
C 1.49836 -2.08978 -0.09887
N -3.28467 -0.66673 -1.10538
N 2.24373 0.55876 -0.27273
O -0.14318 -0.04373 -0.56513
P 1.03927 -0.26735 0.49159
Cl 0.35355 -3.30092 0.55677
Cl 3.14194 -2.34292 0.45753
H -3.60172 -1.15596 1.89520
H -2.56024 0.02890 1.05500
H -4.29368 0.38893 1.61305
H -5.85004 -1.94856 0.58168
H -5.50847 -2.19060 -1.13045
H -6.15008 -0.68257 -0.54902
H 3.32668 2.69254 1.85597
H 3.42572 3.43096 0.20755
H 1.88549 2.57446 0.74124
H 5.10586 0.41876 -1.19746
H 5.18402 2.09827 -0.52567
H 3.97388 1.74345 -1.66557
H -1.10800 -0.09646 -0.36871
H 3.76517 0.42945 1.03627
H 1.36546 -2.25309 -1.21302
H -3.53288 -0.93420 -2.04855
H 1.94199 1.23817 -0.95225

No. 6
18
Properties=species:S:1:pos:R:3 method="wB97M-V/def2-TZVPD" smiles="C=CBCSCC" e_tot_ev=-16873.345 homo_lumo_gap_ev=9.04 relative_energy_kcal_mol=4.43 e_homo_ev=-8.438 lumo_energy_ev=0.60
C 1.88540 -1.19259 0.39810
C 2.07081 0.07150 -0.00406
B 1.04986 1.05827 0.58985
C 0.04518 1.84475 -0.32824
S -1.66412 1.56560 0.23567
C -1.73045 -0.22586 0.47818
C -1.43867 -1.05025 -0.78860
H 1.44529 -1.36079 1.37687
H 2.10848 -2.03355 -0.24855
H 2.85737 0.33972 -0.70546
H 0.98142 1.20419 1.77521
H 0.24068 2.91110 -0.18030
H 0.11583 1.58911 -1.38583
H -1.09383 -0.52886 1.31102
H -2.75897 -0.40012 0.79672
H -0.97528 -0.44197 -1.56333
H -2.36715 -1.46394 -1.18271
H -0.77185 -1.88632 -0.57453